# 1
Here is a 2-piece molecular cluster, C6H16 overall at a distorted geometry from the Open Molecules 2025 dataset. Energies are from ωB97M-V with the def2-TZVPD basis set.

The geometry in XYZ format:
```
22
Properties=species:S:1:pos:R:3:forces:R:3:mulliken_charge:R:1
C 1.730 -0.473 -0.259 -0.06 -0.35 -0.12 0.45
C 1.998 -0.892 -1.702 0.35 0.52 -0.10 -1.31
C 2.390 -1.387 0.777 0.17 -0.10 -0.66 -1.19
H 2.067 0.560 -0.121 -0.26 -0.06 0.05 0.34
H 0.652 -0.526 -0.145 -0.11 0.27 0.25 -0.33
H 1.569 -0.152 -2.380 -0.09 -0.06 -0.07 0.36
H 2.444 -2.392 0.352 -0.17 -0.14 0.27 0.30
H 3.425 -1.094 0.942 0.07 0.09 0.18 0.31
H 1.571 -1.864 -1.958 0.11 0.00 0.16 0.32
H 3.071 -0.888 -1.905 0.03 -0.25 -0.06 0.36
H 1.855 -1.415 1.725 0.07 0.03 0.02 0.34
C -1.875 0.303 0.458 -1.07 1.21 0.07 0.02
C -2.694 1.086 1.527 0.48 -0.57 -0.52 -1.22
C -1.614 1.281 -0.722 0.53 -1.05 0.62 -0.92
H -2.442 -0.558 0.109 0.21 -0.22 0.09 0.27
H -0.959 -0.010 0.953 0.13 -0.13 -0.28 0.12
H -3.724 1.256 1.212 0.02 0.04 -0.01 0.30
H -2.692 0.576 2.490 -0.09 0.06 0.01 0.34
H -0.759 0.948 -1.311 -0.01 0.05 -0.13 0.13
H -2.186 2.045 1.616 -0.22 0.15 0.41 0.34
H -1.362 2.234 -0.267 0.00 0.35 -0.35 0.32
H -2.468 1.362 -1.391 -0.10 0.16 0.15 0.35
```
Positions in Å, forces in eV/Å.

Summary:
Structure (SMILES): CCC.CCC
Total charge: 0
E: -6481.30158 eV
Max |F|: 1.6 eV Å⁻¹

# 2
Here is a 2-piece molecular cluster, C6H16 overall at a distorted geometry from the Open Molecules 2025 dataset. Energies are from ωB97M-V with the def2-TZVPD basis set.

The geometry in XYZ format:
```
22
Properties=species:S:1:pos:R:3:forces:R:3:mulliken_charge:R:1
C 1.537 1.493 -0.044 0.22 -0.10 -1.72 0.16
C 2.249 1.101 -1.368 0.39 -0.31 0.82 -1.25
C 2.469 1.994 1.054 -0.78 -0.17 0.25 -1.12
H 0.939 0.627 0.232 0.00 0.04 0.46 0.00
H 0.829 2.250 -0.383 -0.15 0.24 0.60 0.25
H 2.526 0.044 -1.416 0.28 0.11 0.32 0.30
H 1.593 1.226 -2.197 -0.57 0.31 -0.74 0.37
H 3.459 1.554 0.970 0.04 -0.16 0.17 0.32
H 3.134 1.715 -1.527 0.07 -0.01 -0.10 0.35
H 1.995 1.726 2.001 0.45 0.04 0.19 0.32
H 2.581 3.079 1.067 0.01 -0.01 -0.24 0.29
C -1.920 -1.916 0.556 0.18 -0.19 0.11 -0.27
C -1.812 -2.215 -0.946 0.02 0.78 -0.05 -1.03
C -2.533 -0.559 0.904 -1.17 -0.50 -0.18 -1.21
H -0.995 -1.993 1.109 0.82 0.15 -0.42 0.30
H -2.449 -2.741 1.025 -0.62 0.09 0.09 0.37
H -2.009 -1.293 -1.500 -0.14 -0.02 -0.05 0.29
H -0.819 -2.503 -1.290 -0.06 -0.42 0.22 0.27
H -2.367 0.228 0.168 0.55 -0.07 0.04 0.32
H -2.571 -2.933 -1.250 0.19 -0.14 -0.14 0.30
H -2.207 -0.260 1.885 0.16 0.41 0.33 0.31
H -3.628 -0.624 0.951 0.10 -0.08 0.03 0.35
```
Positions in Å, forces in eV/Å.

Summary:
Structure (SMILES): CCC.CCC
Total charge: 0
E: -6480.99553 eV
Max |F|: 1.7 eV Å⁻¹

# 3
Here is a 2-piece molecular cluster, C6H16 overall from the Open Molecules 2025 dataset. Energies are from ωB97M-V with the def2-TZVPD basis set.

The geometry in XYZ format:
```
22
Properties=species:S:1:pos:R:3:forces:R:3:mulliken_charge:R:1
C 1.180 0.034 -1.255 -0.02 0.34 0.22 0.34
C 1.790 -1.359 -1.305 -0.34 -0.18 -0.48 -1.24
C 1.863 1.056 -2.166 0.01 -0.43 0.36 -1.29
H 0.116 0.003 -1.483 -0.02 -0.16 -0.23 -0.02
H 1.207 0.439 -0.242 0.11 -0.19 0.19 0.21
H 2.715 -1.445 -0.735 0.02 0.04 -0.03 0.33
H 1.621 0.862 -3.212 0.11 0.13 -0.01 0.33
H 1.983 -1.646 -2.341 0.25 0.12 -0.06 0.32
H 1.089 -2.122 -0.972 -0.01 0.02 0.41 0.34
H 1.542 2.054 -1.877 0.01 0.14 -0.25 0.35
H 2.946 0.990 -2.026 -0.01 0.11 -0.15 0.31
C -1.797 -0.441 1.431 -0.31 -0.28 -0.34 -0.03
C -1.307 -0.129 2.836 -0.10 -0.10 0.47 -1.13
C -1.839 0.768 0.493 -0.16 -0.04 0.06 -1.24
H -1.193 -1.239 0.990 0.21 0.15 0.02 0.17
H -2.793 -0.893 1.469 -0.03 0.17 0.10 0.32
H -1.457 0.922 3.103 -0.10 -0.10 -0.04 0.32
H -1.087 1.506 0.775 0.12 -0.05 -0.20 0.35
H -1.685 0.451 -0.534 0.09 0.13 -0.13 0.26
H -2.807 1.276 0.507 0.02 -0.03 0.22 0.39
H -1.840 -0.739 3.569 0.08 0.11 0.03 0.32
H -0.247 -0.346 2.974 0.07 0.08 -0.15 0.29
```
Positions in Å, forces in eV/Å.

Summary:
Structure (SMILES): CCC.CCC
Total charge: 0
E: -6481.32003 eV
Max |F|: 0.6 eV Å⁻¹

# 4
Here is C6H16BLiN2O5P as an isolated structure from the Open Molecules 2025 dataset. Energies are from ωB97M-V with the def2-TZVPD basis set.

The geometry in XYZ format:
```
32
Properties=species:S:1:pos:R:3:forces:R:3:mulliken_charge:R:1
C -2.849 3.509 -1.747 0.28 -0.01 0.48 -1.11
C -2.823 1.996 -1.572 -0.39 0.26 -0.46 -0.09
O -1.514 1.427 -1.812 -0.06 -0.46 0.57 -0.48
B -0.590 1.437 -0.839 -0.18 0.30 -0.39 0.39
O -0.496 2.344 0.191 0.43 -0.21 -0.31 -0.46
N 0.425 0.284 -0.913 0.06 0.59 0.73 0.21
P 1.994 0.912 -0.539 0.17 0.41 -0.51 0.34
N 2.301 2.181 -1.369 -0.11 -0.17 0.32 -0.74
C -0.005 -0.761 -0.135 -0.06 -0.27 -0.52 0.36
O -0.904 -0.794 0.645 -0.20 -0.01 0.00 -0.48
O 0.731 -1.909 -0.441 0.13 -0.65 -0.08 -0.41
C 0.476 -3.070 0.405 0.08 -0.41 0.23 -0.32
C 1.428 -3.150 1.587 0.18 0.10 -0.05 -0.65
C 1.403 -1.996 2.585 0.09 -0.02 0.10 -0.23
O 0.182 -1.771 3.247 0.01 -0.29 0.03 -0.51
H -3.826 3.837 -2.102 0.11 0.00 -0.09 0.36
H -2.659 4.018 -0.798 -0.01 -0.06 -0.10 0.27
H -2.064 3.813 -2.443 -0.25 0.00 -0.16 0.29
H -3.475 1.528 -2.313 0.18 -0.01 0.03 0.32
H -3.185 1.688 -0.589 0.17 0.05 0.01 0.29
H -0.199 3.208 -0.126 -0.33 0.04 0.20 0.32
H 2.020 1.040 0.858 0.04 -0.26 0.11 0.10
H 2.781 -0.212 -0.831 -0.02 -0.14 0.14 -0.01
H 2.533 2.969 -0.772 0.03 0.11 -0.26 0.28
H -0.581 -3.112 0.667 0.08 0.22 0.01 0.40
H 0.670 -3.953 -0.227 -0.07 0.13 -0.04 0.26
H 2.450 -3.197 1.187 -0.08 -0.07 0.09 0.32
H 1.246 -4.101 2.100 -0.07 0.13 -0.06 0.37
H 2.140 -2.240 3.357 -0.06 0.11 -0.07 0.40
H 1.766 -1.069 2.108 -0.17 -0.09 -0.05 -0.06
H -0.568 -2.080 2.727 0.09 0.25 -0.07 0.36
Li 1.189 -2.776 -2.094 -0.09 0.43 0.18 0.91
```
Positions in Å, forces in eV/Å.

Summary:
Total charge: +1
E: -29866.05094 eV
Max |F|: 0.9 eV Å⁻¹

# 5
Here is an isolated ion of composition C6H16BN5O3P and charge +1 at a distorted geometry from the Open Molecules 2025 dataset. Energies are from ωB97M-V with the def2-TZVPD basis set.

The geometry in XYZ format:
```
32
Properties=species:S:1:pos:R:3:forces:R:3:mulliken_charge:R:1
C 1.406 -3.509 -0.217 -0.46 -1.20 -0.44 -0.68
O 1.359 -2.118 -0.758 0.51 0.16 2.89 -0.31
C 1.799 -1.181 0.329 1.07 -2.27 -0.50 -0.33
N 1.919 0.175 -0.265 -0.19 3.62 -1.04 0.34
N 3.125 0.445 -0.933 1.87 3.22 -1.99 -0.32
C 3.283 1.836 -1.506 -6.83 -2.69 4.24 -0.02
N 1.944 2.485 -1.126 2.60 -5.01 0.75 -0.48
C 1.144 1.430 -0.376 3.80 -0.43 -1.83 0.30
N -0.098 1.622 0.115 0.88 1.66 0.29 0.03
P -0.764 3.292 -0.190 -1.43 1.29 -7.22 0.28
O -1.006 3.488 -1.772 1.04 -0.88 6.00 -0.58
B -1.043 0.705 0.832 -1.83 -1.87 2.05 0.29
O -1.050 0.738 2.336 -1.57 0.97 -3.40 -0.52
N -1.966 -0.177 0.002 0.16 0.70 2.03 0.02
C -3.355 0.415 -0.110 -0.54 1.26 -0.99 -0.87
C -1.979 -1.612 0.481 0.70 -0.96 0.16 -0.58
H 2.471 -4.004 -0.321 -1.96 1.28 0.26 0.29
H 1.054 -3.560 0.903 0.63 0.19 -2.17 0.32
H 0.666 -4.158 -0.889 1.62 1.61 1.55 0.25
H 2.897 -1.554 0.612 -2.20 1.16 -0.35 0.30
H 1.166 -1.283 1.308 0.77 0.73 -2.01 0.40
H 3.842 -0.313 -1.002 -1.13 0.97 0.09 0.26
H 4.183 2.327 -2.072 -1.97 -1.35 1.27 0.37
H 0.104 4.331 0.301 -0.30 -1.10 0.34 0.17
H -2.095 3.424 0.406 1.48 -0.67 0.41 0.16
H -2.007 0.866 2.656 1.99 -0.79 -0.61 0.35
H -3.943 -0.092 -1.011 1.22 0.99 2.15 0.31
H -3.974 0.390 0.893 1.10 -0.19 -1.90 0.31
H -3.242 1.564 -0.414 -0.32 -2.42 0.55 0.23
H -3.066 -2.066 0.381 2.41 0.85 0.23 0.36
H -1.583 -1.707 1.599 -1.13 0.13 -2.16 0.23
H -1.189 -2.198 -0.191 -1.98 1.03 1.38 0.09
```
Positions in Å, forces in eV/Å.

Summary:
Structure (SMILES): COCn1[nH]cn/c1=[N+](\[PH2]=O)B(O)N(C)C
Total charge: +1
E: -30028.14258 eV
Max |F|: 8.5 eV Å⁻¹

# 6
Here is C6H16BrHfO6S2 as an isolated structure at a distorted geometry from the Open Molecules 2025 dataset. Energies are from ωB97M-V with the def2-TZVPD basis set.

The geometry in XYZ format:
```
32
Properties=species:S:1:pos:R:3:forces:R:3:mulliken_charge:R:1
Hf -4.440 -3.535 -3.081 1.62 2.17 1.33 1.03
Br -2.978 -1.633 -1.896 -1.83 -2.39 -1.48 0.14
O -4.149 4.563 2.130 0.17 -0.04 -0.35 -0.44
S -4.170 3.155 2.394 0.33 0.89 0.94 1.18
O -5.390 2.508 2.634 -0.76 -0.87 -0.10 -0.46
O -3.614 2.505 0.977 0.03 0.38 -0.22 -0.20
C -2.382 2.809 0.433 0.32 -0.14 -0.64 -0.12
C -1.988 1.696 -0.595 0.16 0.45 0.36 -0.97
C -2.979 2.721 3.619 0.27 0.58 -0.33 -0.91
H -1.637 3.057 1.189 0.06 0.00 -0.04 0.45
H -2.488 3.684 -0.259 -0.22 0.07 0.21 0.28
H -1.364 1.015 -0.002 -0.30 -0.38 -0.20 0.30
H -1.395 2.084 -1.420 0.07 0.25 0.16 0.40
H -2.902 1.290 -1.017 0.04 -0.32 0.20 0.25
H -2.192 3.475 3.622 0.09 -0.09 -0.18 0.39
H -2.604 1.725 3.401 -0.11 -0.15 0.32 0.35
H -3.496 2.826 4.573 -0.14 -0.38 -0.01 0.41
O 2.123 -1.908 -3.328 0.22 0.19 -0.16 -0.46
S 2.089 -2.320 -1.964 -0.30 0.08 0.46 1.19
O 1.816 -3.677 -1.648 0.09 -0.28 0.15 -0.55
O 3.559 -1.906 -1.362 -0.22 -0.05 -0.17 -0.13
C 4.569 -2.889 -1.311 -0.12 0.17 0.65 -0.12
C 5.592 -2.561 -0.236 0.43 0.48 -0.27 -1.06
C 1.055 -1.278 -0.993 0.43 0.34 -0.47 -0.64
H 5.112 -2.848 -2.292 -0.02 -0.23 0.05 0.33
H 4.096 -3.854 -1.108 0.14 -0.21 -0.66 0.41
H 5.062 -2.484 0.721 0.08 -0.23 0.02 0.35
H 6.159 -1.632 -0.353 -0.19 0.06 -0.13 0.36
H 6.344 -3.350 -0.310 -0.15 -0.15 0.27 0.37
H 0.047 -1.585 -1.288 0.13 0.06 0.31 0.07
H 1.250 -0.247 -1.289 -0.05 -0.02 -0.06 0.40
H 1.295 -1.406 0.059 -0.23 -0.27 0.04 0.41
```
Positions in Å, forces in eV/Å.

Summary:
Total charge: +3
E: -111744.02653 eV
Max |F|: 3.4 eV Å⁻¹